ORCA calculation (ωB97M-V/def2-TZVPD) on a structure of composition C31H38N10O2SW in a non-equilibrium geometry.

Positions of all 83 atoms, in Å:
W -0.133 -0.116 -0.048
C -3.343 -1.431 2.352
C -2.201 -0.569 1.806
N -1.659 -1.109 0.551
C -2.409 -2.144 -0.151
C -2.243 -1.874 -1.651
N -0.836 -1.483 -1.966
C 0.059 -2.641 -2.235
C 0.713 -3.133 -0.946
N 1.338 -1.995 -0.218
C 2.731 -1.686 -0.674
C 2.931 -0.185 -1.000
N 1.911 0.569 -0.287
C 2.202 1.745 0.262
C 3.413 2.544 -0.023
C 1.257 2.110 1.304
C 1.347 3.177 2.206
C 0.631 3.114 3.388
C -0.146 1.984 3.673
C -0.305 1.016 2.702
N 0.342 1.102 1.519
H -3.038 -2.474 2.393
H -4.222 -1.323 1.719
H -3.655 -1.155 3.350
H -3.482 -2.128 0.060
H -2.050 -3.146 0.125
H -2.888 -1.032 -1.933
H -2.558 -2.747 -2.235
H -0.911 -0.987 -2.861
H 0.825 -2.327 -2.949
H -0.492 -3.465 -2.700
H 1.454 -3.902 -1.187
H -0.033 -3.590 -0.291
H 1.427 -2.306 0.755
H 2.991 -2.295 -1.543
H 3.435 -1.949 0.119
H 2.875 0.016 -2.078
H 3.941 0.106 -0.689
H 3.536 2.696 -1.096
H 4.320 2.037 0.323
H 3.385 3.516 0.460
H 1.987 4.022 2.009
H 0.710 3.901 4.124
H -0.601 1.893 4.645
O -5.540 2.168 3.884
N -4.627 1.826 4.580
O -4.534 1.878 5.769
C -3.455 1.238 3.846
C -2.685 0.401 4.615
C -1.569 -0.400 4.276
C -0.937 -1.242 5.193
C 0.114 -2.045 4.788
C 0.536 -2.042 3.437
N 0.038 -1.283 2.504
C -1.013 -0.348 2.881
C -2.586 0.877 1.530
N -2.050 1.378 0.400
C -2.410 2.616 0.029
C -3.309 3.371 0.765
C -3.715 2.923 2.010
C -3.284 1.661 2.464
H -3.006 0.342 5.654
H -1.283 -1.278 6.217
H 0.609 -2.703 5.486
H 1.321 -2.730 3.145
H -1.973 3.009 -0.878
H -3.647 4.322 0.386
H -4.345 3.559 2.616
C -0.765 3.313 -4.791
N 0.082 2.157 -4.753
C 0.741 1.691 -5.972
C 1.533 0.459 -5.506
N 1.051 0.280 -4.130
C 0.323 1.351 -3.751
S -0.280 1.601 -2.143
H -1.344 3.307 -5.714
H -0.170 4.227 -4.784
H -1.444 3.320 -3.942
H 1.377 2.477 -6.382
H -0.010 1.444 -6.726
H 2.612 0.628 -5.513
H 1.315 -0.430 -6.099
H 1.627 -0.229 -3.478

Gap between HOMO and LUMO (spin up / spin down), eV: 4.7 / 6.1
2S+1: 3
Energy above the lowest of the compared OMol25 structures with the same formula, charge and spin, kJ/mol: 474.1
Net charge: +4
Highest occupied orbital energy (spin up / spin down), eV: -18.59 / -19.71

***

ORCA calculation (ωB97M-V/def2-TZVPD) on a structure of composition C31H38PTl in a non-equilibrium geometry.

Positions of all 71 atoms, in Å:
C 1.607 2.465 -2.226
H 2.496 3.022 -1.889
H 1.898 1.851 -3.088
H 1.501 1.714 -1.222
C 0.455 3.427 -2.509
H -0.409 2.895 -2.930
H 0.112 3.878 -1.570
C 0.789 4.550 -3.492
H -0.091 5.183 -3.646
H 1.597 5.189 -3.122
H 1.085 4.153 -4.469
C -1.037 -2.594 -1.461
C -1.687 -1.764 -2.410
C -0.720 -1.366 -3.378
C 0.527 -1.943 -3.014
C 0.331 -2.699 -1.829
C 1.350 -3.494 -1.110
C 1.785 -1.803 -3.781
C -0.967 -0.547 -4.587
C -3.122 -1.404 -2.401
C -1.687 -3.266 -0.317
Tl -0.103 0.871 -1.258
H 2.649 -2.140 -3.196
H 1.759 -2.407 -4.704
H 1.967 -0.760 -4.083
H 2.364 -3.225 -1.430
H 1.285 -3.335 -0.023
H 1.218 -4.573 -1.292
H -2.499 -2.653 0.094
H -2.115 -4.239 -0.610
H -0.969 -3.448 0.493
H -3.327 -0.540 -3.046
H -3.742 -2.241 -2.766
H -3.473 -1.162 -1.386
H -0.173 0.200 -4.752
H -0.996 -1.181 -5.491
H -1.927 -0.018 -4.534
C -0.069 4.434 3.718
C 0.862 4.173 2.704
C 0.875 2.934 2.066
C -0.057 1.940 2.434
C -0.990 2.206 3.451
C -0.992 3.450 4.088
P -0.004 0.358 1.521
C 1.556 -0.403 2.076
C 2.506 -0.766 1.095
C 3.804 -1.111 1.474
C 4.159 -1.131 2.829
C 3.206 -0.825 3.806
C 1.908 -0.462 3.436
C -1.446 -0.587 2.094
C -1.352 -1.694 2.954
C -2.517 -2.339 3.380
C -3.770 -1.912 2.929
C -3.864 -0.837 2.039
C -2.713 -0.178 1.618
H -0.073 5.404 4.218
H 1.582 4.939 2.412
H 1.611 2.724 1.283
H -1.712 1.440 3.746
H -1.719 3.648 4.877
H 2.224 -0.748 0.035
H 4.542 -1.357 0.708
H 5.180 -1.385 3.119
H 3.476 -0.858 4.863
H 1.175 -0.202 4.204
H -0.374 -2.036 3.297
H -2.444 -3.179 4.073
H -4.677 -2.414 3.273
H -4.839 -0.500 1.680
H -2.783 0.675 0.934

Gap between HOMO and LUMO (spin up / spin down), eV: 5.0 / 4.9
2S+1: 1
Net charge: +2
Highest occupied orbital energy (spin up / spin down), eV: -13.48 / -13.44

***

ORCA calculation (ωB97M-V/def2-TZVPD) on a structure of composition C31H39AsIrN6O in a non-equilibrium geometry.

Positions of all 79 atoms, in Å:
Ir 0.720 0.096 -2.616
N -0.859 -1.307 -2.970
C -0.709 -2.685 -2.452
C 0.653 -3.275 -2.773
C 1.771 -2.715 -1.915
N 2.175 -1.360 -2.359
H -1.704 -0.879 -2.588
H -0.953 -1.332 -3.986
H -1.502 -3.305 -2.870
H -0.851 -2.639 -1.369
H 0.888 -3.148 -3.835
H 0.604 -4.350 -2.595
H 2.645 -3.366 -1.962
H 1.460 -2.645 -0.871
H 2.610 -1.437 -3.280
H 2.897 -1.018 -1.724
N -1.706 3.248 -4.068
C -0.900 2.183 -4.069
O -0.667 1.619 -2.943
C -0.352 1.712 -5.302
C 0.467 0.602 -5.159
N 1.113 -0.323 -4.842
C -0.617 2.353 -6.534
N -0.902 2.897 -7.508
H -1.938 3.727 -4.922
H -2.052 3.593 -3.189
C -4.386 2.649 4.063
C -3.375 1.968 3.187
C -2.125 1.612 3.667
C -1.169 0.987 2.869
C 0.191 0.770 3.478
C -1.502 0.670 1.544
As -0.482 -0.476 0.329
N 0.681 0.593 -0.708
C 1.098 1.891 -0.564
C 0.761 2.772 0.468
C 1.234 4.072 0.441
C 2.037 4.529 -0.602
C 2.422 3.649 -1.599
C 2.001 2.330 -1.542
C 0.687 -1.562 1.466
C 2.043 -1.365 1.754
C 2.793 -0.088 1.463
C 2.735 -2.352 2.454
C 2.128 -3.517 2.895
C 2.891 -4.554 3.670
C 0.778 -3.688 2.616
C 0.047 -2.740 1.914
C -1.418 -3.015 1.677
C -2.756 1.050 1.029
C -3.162 0.771 -0.396
C -3.663 1.696 1.854
H -3.996 2.814 5.066
H -5.293 2.048 4.146
H -4.673 3.616 3.646
H -1.864 1.855 4.691
H 0.364 1.512 4.257
H 0.990 0.856 2.747
H 0.276 -0.218 3.938
H 0.106 2.454 1.270
H 0.962 4.745 1.244
H 2.397 5.548 -0.610
H 3.103 3.966 -2.377
H 2.436 1.594 -2.249
H 2.447 0.414 0.565
H 3.864 -0.285 1.382
H 2.663 0.626 2.280
H 3.784 -2.187 2.677
H 3.960 -4.346 3.665
H 2.733 -5.549 3.254
H 2.559 -4.579 4.709
H 0.277 -4.589 2.954
H -1.679 -4.007 2.041
H -1.682 -2.971 0.616
H -2.053 -2.293 2.194
H -3.271 -0.303 -0.570
H -2.433 1.153 -1.112
H -4.124 1.237 -0.608
H -4.627 1.987 1.450

Gap between HOMO and LUMO (spin up / spin down), eV: 6.5 / 6.5
2S+1: 1
Net charge: +1
Highest occupied orbital energy (spin up / spin down), eV: -10.31 / -10.31

***

E_tot: -64378.6410; -46728.9684; -107440.2442 (eV)